Formula: C2H3B3F12FeO2
Source: the Open Molecules 2025 dataset
Level of theory: the ωB97M-V functional and the def2-TZVPD basis

```
23
C2H3B3F12FeO2, DFT the ωB97M-V functional and the def2-TZVPD basis
Fe -0.37 0.20 0.32
B -0.69 -1.73 2.31
F -1.57 -1.62 3.36
F 0.31 -0.82 2.22
F -0.33 -3.02 2.22
F -1.30 -1.43 1.13
B -2.79 1.32 0.69
F -3.59 2.39 1.16
F -1.68 1.18 1.50
F -3.47 0.18 0.66
F -2.26 1.72 -0.55
B 1.89 2.09 0.23
F 0.57 1.94 -0.17
F 2.18 3.45 0.34
F 2.01 1.46 1.46
F 2.77 1.63 -0.70
C 1.52 -1.45 -2.84
C 0.72 -1.04 -1.61
O -0.50 -0.67 -1.76
O 1.26 -1.05 -0.48
H 1.86 -2.48 -2.84
H 2.49 -0.95 -2.86
H 0.98 -1.31 -3.77
```

- 2S+1: 6
- HOMO level (alpha / beta): -9.439 / -9.385 eV
- Lowest unoccupied orbital energy (alpha / beta): 2.75 / -1.35 eV
- Charge: -1